{
  "formula": "C3H5NS",
  "method": "ωB97M-V with the def2-TZVPD basis set",
  "species": ["S", "C", "C", "N", "C", "H", "H", "H", "H", "H"],
  "positions_angstrom": [[1.746, 0.012, -0.023], [0.200, 0.036, 0.009], [-0.797, -1.073, 0.060], [-1.853, -0.027, -0.143], [-0.904, 1.035, 0.044], [-0.661, -1.792, -0.733], [-0.776, -1.494, 1.034], [-2.858, -0.067, -0.035], [-0.903, 1.433, 1.049], [-0.768, 1.933, -0.615]],
  "mulliken_charge": [-0.385, 0.047, -0.271, -0.335, -0.211, 0.277, 0.231, 0.176, 0.194, 0.275],
  "mol_weight_g_mol": 87.147,
  "lumo_ev": 0.2,
  "smiles": "S=C1CNC1",
  "homo_lumo_gap_ev": 8.78,
  "energy_ha": -570.17227,
  "relative_energy_kj_mol": 163.52,
  "total_charge": 0
}

***

{
  "formula": "C20H46Br20OP",
  "method": "ωB97M-V with the def2-TZVPD basis set",
  "species": ["O", "P", "H", "H", "H", "H", "H", "H", "Br", "C", "C", "Br", "H", "H", "H", "H", "Br", "C", "C", "Br", "H", "H", "H", "H", "Br", "C", "C", "Br", "H", "H", "H", "H", "Br", "C", "C", "Br", "H", "H", "H", "H", "Br", "C", "C", "Br", "H", "H", "H", "H", "Br", "C", "C", "Br", "H", "H", "H", "H", "Br", "C", "C", "Br", "H", "H", "H", "H", "Br", "C", "C", "Br", "H", "H", "H", "H", "Br", "C", "C", "Br", "H", "H", "H", "H", "Br", "C", "C", "Br", "H", "H", "H", "H"],
  "positions_angstrom": [[2.599, -1.237, 1.092], [0.917, -0.813, 0.936], [3.210, -0.502, 0.751], [0.855, -1.722, -0.201], [1.172, 0.250, -0.018], [0.934, 0.097, 2.055], [0.596, -1.902, 1.847], [-0.507, -0.596, 0.799], [-2.837, -1.241, 2.662], [-4.328, -0.834, 1.474], [-3.981, -1.139, 0.035], [-2.827, 0.241, -0.720], [-4.595, 0.213, 1.643], [-5.147, -1.473, 1.816], [-4.879, -1.131, -0.589], [-3.463, -2.093, -0.093], [3.494, 1.804, -1.596], [2.279, 3.319, -1.418], [2.567, 4.107, -0.161], [1.876, 3.194, 1.418], [1.262, 2.919, -1.456], [2.458, 3.932, -2.306], [2.050, 5.070, -0.182], [3.634, 4.276, 0.010], [5.254, -0.331, 0.461], [7.099, -0.529, -0.140], [7.685, 0.801, -0.555], [7.030, 1.345, -2.309], [7.095, -1.271, -0.944], [7.636, -0.935, 0.721], [8.770, 0.726, -0.667], [7.451, 1.613, 0.139], [1.468, -2.026, 5.252], [3.175, -2.633, 4.532], [4.314, -1.769, 5.021], [4.366, -0.066, 4.070], [3.077, -2.646, 3.443], [3.288, -3.659, 4.894], [5.277, -2.242, 4.808], [4.256, -1.537, 6.088], [-2.333, -4.592, -1.440], [-3.578, -5.465, -0.219], [-4.710, -6.124, -0.971], [-6.017, -4.808, -1.576], [-3.913, -4.705, 0.492], [-2.980, -6.212, 0.310], [-5.269, -6.798, -0.315], [-4.380, -6.676, -1.855], [-6.460, 1.234, -2.260], [-5.473, 2.801, -1.649], [-5.212, 3.761, -2.787], [-3.762, 3.126, -3.927], [-4.560, 2.437, -1.170], [-6.115, 3.264, -0.894], [-4.871, 4.727, -2.406], [-6.081, 3.916, -3.433], [-4.096, -0.779, -7.400], [-3.545, -0.211, -5.617], [-2.958, -1.362, -4.833], [-4.355, -2.550, -4.169], [-4.420, 0.237, -5.140], [-2.792, 0.564, -5.786], [-2.446, -0.998, -3.938], [-2.267, -1.977, -5.417], [0.646, 2.364, 4.232], [1.880, 3.658, 5.009], [1.285, 4.316, 6.233], [-0.032, 5.667, 5.738], [2.139, 4.368, 4.218], [2.768, 3.079, 5.277], [2.052, 4.858, 6.791], [0.783, 3.612, 6.903], [-7.545, 2.371, -6.127], [-8.790, 1.498, -4.906], [-9.923, 0.839, -5.658], [-11.229, 2.154, -6.263], [-9.126, 2.258, -4.195], [-8.192, 0.751, -4.376], [-10.481, 0.165, -5.002], [-9.593, 0.286, -6.542], [7.986, -1.782, 3.296], [9.694, -2.390, 2.576], [10.833, -1.525, 3.065], [10.885, 0.177, 2.114], [9.595, -2.402, 1.487], [9.806, -3.416, 2.938], [11.795, -1.999, 2.852], [10.774, -1.294, 4.132]],
  "mulliken_charge": [-0.326, 1.369, -0.141, -0.180, -0.460, -0.422, -0.223, -0.546, -0.139, -0.592, -0.108, -0.171, 0.366, 0.358, 0.271, -0.034, -0.113, -0.560, -0.679, -0.013, 0.312, 0.360, 0.332, 0.357, 0.121, 0.295, -0.530, -0.193, 0.426, -0.612, 0.321, 0.359, -0.143, -0.541, -0.401, -0.075, 0.265, 0.362, 0.100, 0.366, -0.107, -0.602, -0.508, -0.164, 0.313, 0.345, 0.337, 0.357, -0.098, -0.419, -0.495, -0.131, 0.159, 0.362, 0.363, 0.290, -0.172, -0.317, -0.507, -0.108, 0.146, 0.329, 0.238, 0.391, -0.104, -0.587, -0.577, -0.178, 0.384, 0.275, 0.368, 0.349, -0.124, -0.421, -0.591, -0.163, 0.401, 0.084, 0.369, 0.386, -0.112, -0.667, -0.535, -0.139, 0.354, 0.377, 0.344, 0.364],
  "mol_weight_g_mol": 1931.641,
  "lumo_ev": 1.7,
  "homo_lumo_gap_ev": 4.64,
  "energy_ha": -52686.44381,
  "total_charge": -1
}

***

{
  "formula": "C38H48BN9O5PdS4",
  "method": "ωB97M-V with the def2-TZVPD basis set",
  "species": ["Pd", "C", "C", "C", "C", "N", "N", "B", "N", "N", "C", "C", "C", "C", "C", "S", "C", "C", "C", "C", "N", "N", "C", "C", "C", "C", "C", "S", "C", "C", "C", "C", "C", "S", "C", "C", "C", "C", "H", "H", "H", "H", "H", "H", "H", "H", "H", "H", "H", "H", "H", "H", "H", "H", "H", "H", "H", "H", "H", "H", "H", "H", "H", "H", "H", "H", "H", "H", "H", "H", "H", "H", "H", "H", "H", "H", "H", "C", "O", "C", "O", "H", "H", "H", "O", "S", "O", "O", "C", "N", "C", "C", "C", "N", "C", "C", "C", "N", "C", "C", "H", "H", "H", "H", "H", "H"],
  "positions_angstrom": [[2.393, -1.343, 0.012], [2.043, 3.586, 1.996], [1.045, 2.583, 1.150], [-0.003, 3.072, 0.419], [-0.983, 2.111, -0.177], [-0.814, 0.840, -0.028], [0.347, 0.466, 0.466], [0.541, -1.148, 0.727], [0.540, -1.607, 2.211], [-0.209, -0.898, 3.109], [-0.025, -1.099, 4.401], [0.654, -2.350, 4.851], [1.156, -3.081, 3.891], [1.756, -4.430, 4.369], [1.366, -2.662, 2.564], [2.441, -3.197, 1.433], [-0.443, -0.005, 5.347], [-0.880, -0.445, 6.743], [0.814, 0.851, 5.485], [-1.518, 0.909, 4.796], [-0.651, -2.027, 0.156], [-1.715, -2.117, 0.964], [-2.592, -3.051, 0.754], [-2.511, -3.936, -0.349], [-1.390, -3.838, -1.154], [-1.323, -4.733, -2.354], [-0.404, -2.898, -0.827], [1.161, -2.823, -1.711], [-3.763, -3.174, 1.698], [-3.529, -2.243, 2.831], [-4.930, -2.634, 0.897], [-3.983, -4.640, 2.170], [1.245, 1.173, 1.118], [2.728, 0.498, 1.691], [-2.163, 2.522, -0.954], [-1.750, 3.687, -1.939], [-3.153, 3.154, 0.052], [-2.856, 1.393, -1.590], [1.759, 4.629, 2.063], [3.085, 3.436, 1.686], [1.934, 3.262, 3.013], [-0.091, 4.160, 0.544], [0.476, -2.841, 5.812], [1.836, -4.462, 5.447], [2.726, -4.582, 3.892], [1.253, -5.263, 3.893], [-0.083, -0.999, 7.214], [-1.760, -1.062, 6.761], [-1.107, 0.401, 7.424], [1.645, 0.240, 5.899], [0.684, 1.687, 6.207], [1.109, 1.270, 4.531], [-2.513, 0.409, 4.720], [-1.316, 1.336, 3.802], [-1.596, 1.747, 5.482], [-3.300, -4.603, -0.652], [-2.055, -5.518, -2.345], [-0.321, -5.157, -2.481], [-1.428, -4.073, -3.296], [-3.428, -1.216, 2.517], [-2.727, -2.547, 3.510], [-4.401, -2.371, 3.457], [-4.665, -1.587, 0.618], [-5.812, -2.585, 1.525], [-5.137, -3.182, -0.003], [-3.122, -4.980, 2.737], [-4.169, -5.350, 1.394], [-4.875, -4.684, 2.815], [-1.236, 4.577, -1.570], [-2.710, 4.009, -2.358], [-1.246, 3.284, -2.847], [-2.936, 4.026, 0.652], [-3.460, 2.352, 0.723], [-3.999, 3.433, -0.653], [-2.247, 0.778, -2.222], [-3.676, 1.822, -2.210], [-3.211, 0.672, -0.843], [1.100, -1.507, -5.485], [1.541, -1.967, -4.175], [0.580, -2.082, -3.267], [-0.549, -1.721, -3.449], [1.909, -1.561, -6.208], [0.767, -0.449, -5.379], [0.265, -2.083, -5.845], [7.154, 4.774, -7.294], [7.203, 5.439, -6.038], [7.554, 6.818, -5.939], [6.915, 4.634, -4.914], [3.890, 4.803, -5.857], [3.123, 4.841, -6.913], [2.261, 3.811, -6.911], [2.213, 2.884, -5.906], [3.048, 3.062, -4.802], [3.918, 4.039, -4.779], [2.930, 2.207, -3.583], [4.003, 1.845, -2.842], [3.792, 0.920, -1.795], [2.591, 0.429, -1.499], [1.563, 0.914, -2.190], [1.672, 1.793, -3.224], [1.598, 3.754, -7.785], [1.499, 2.095, -5.965], [5.014, 2.092, -3.044], [4.609, 0.639, -1.151], [0.528, 0.519, -2.033], [0.790, 2.130, -3.802]],
  "mulliken_charge": [-1.268, -1.299, -1.088, -0.860, -0.307, -0.756, 1.260, 0.691, 0.537, 0.188, -0.102, -1.042, 1.168, -1.827, -0.035, -0.321, 2.170, -1.919, -1.539, -1.439, 0.913, -0.249, -0.210, -0.435, 0.758, -1.824, 0.088, -0.270, 2.202, -2.016, -1.533, -1.699, 1.829, -0.313, 2.169, -1.415, -1.592, -1.671, 0.483, 0.330, 0.264, 0.469, 0.320, 0.458, 0.373, 0.360, 0.414, 0.432, 0.406, 0.373, 0.499, 0.105, 0.244, 0.067, 0.527, 0.586, 0.517, 0.406, 0.273, 0.280, 0.220, 0.654, 0.275, 0.452, 0.376, 0.396, 0.367, 0.435, 0.358, 0.501, 0.189, 0.329, 0.419, 0.417, 0.280, 0.460, 0.239, -0.523, -0.354, 0.988, -0.476, 0.297, 0.109, 0.348, -0.370, 1.087, -0.386, -0.325, 0.449, -0.534, -0.516, -0.435, 0.023, -0.522, 1.082, -0.713, -1.099, 0.669, -0.892, -0.265, 0.404, 0.407, 0.650, 0.455, 0.458, 0.488],
  "mol_weight_g_mol": 956.360,
  "lumo_ev": [-6.5, -8.3],
  "homo_lumo_gap_ev": [4.51, 5.44],
  "energy_ha": -4090.57755,
  "spin_multiplicity": 5,
  "relative_energy_kj_mol": 0.00,
  "total_charge": 2
}